[1]
Below is H22KrO11 as an isolated structure, with properties calculated with the ωB97M-V functional and the def2-TZVPD basis.

Results
- HOMO level: -10.7 eV
- E_LUMO: -0.01510 hartree
- Net charge: 0
- ΔE to the lowest compared entry with this formula, charge and spin: 79.8 kJ/mol

XYZ file:
```
34
H22KrO11 (the ωB97M-V functional and the def2-TZVPD basis)
Kr 7.046 2.127 5.866
O 7.616 -0.108 9.183
H 6.860 -0.654 8.967
H 8.014 0.097 8.337
O 6.732 6.130 6.661
H 6.603 6.997 7.044
H 6.859 5.551 7.413
O 9.689 0.168 6.880
H 9.292 -0.170 6.077
H 10.497 -0.336 6.979
O 8.033 3.943 3.112
H 8.327 3.245 2.526
H 7.556 3.489 3.806
O 10.566 2.738 6.561
H 10.162 1.875 6.470
H 9.989 3.326 6.073
O 5.576 2.388 2.734
H 5.850 1.947 1.929
H 5.384 1.676 3.344
O 6.909 2.372 10.282
H 7.046 3.096 9.672
H 7.065 1.585 9.760
O 3.587 0.109 6.673
H 3.894 0.827 7.227
H 3.258 -0.545 7.289
O 6.295 -1.368 6.530
H 5.550 -0.825 6.274
H 7.000 -1.103 5.940
O 4.379 0.174 3.988
H 3.971 0.108 4.852
H 3.653 0.358 3.393
O 8.066 -0.858 4.622
H 8.670 -1.568 4.408
H 8.046 -0.315 3.834
```

[2]
Below is H22Mg3O31S5 as an isolated structure in a non-equilibrium geometry, with properties calculated with the ωB97M-V functional and the def2-TZVPD basis.

Results
- HOMO level: 2.4 eV
- E_LUMO: 0.19400 hartree
- Net charge: -4
- ΔE to the lowest compared entry with this formula, charge and spin: 0.0 kJ/mol

XYZ file:
```
61
H22Mg3O31S5 (the ωB97M-V functional and the def2-TZVPD basis)
Mg -1.726 -2.567 -0.533
Mg -0.401 1.872 -2.709
Mg -1.409 0.782 2.460
S 0.794 1.220 4.945
O 1.861 2.155 4.571
O 1.289 -0.180 4.917
O 0.222 1.521 6.282
O -0.362 1.286 3.935
S -3.697 -0.146 0.118
O -4.025 0.893 -0.922
O -2.729 0.471 1.066
O -4.948 -0.551 0.746
O -3.055 -1.314 -0.527
S -1.124 -4.833 1.730
O -0.347 -4.180 2.829
O -0.539 -6.140 1.398
O -2.560 -4.982 2.105
O -1.054 -3.854 0.571
S 0.292 0.076 -0.091
O -0.001 0.831 1.168
O -0.209 0.947 -1.192
O 1.757 -0.043 -0.235
O -0.349 -1.238 -0.086
S -0.402 -3.264 -3.539
O -0.196 -4.716 -3.626
O 0.903 -2.563 -3.592
O -1.284 -2.761 -4.630
O -1.078 -2.915 -2.237
O -0.787 -1.238 2.965
H -0.742 -2.235 2.899
H 0.028 -0.991 3.487
O -1.212 0.365 -3.789
H -0.940 -0.587 -3.872
H -2.105 0.382 -4.141
O 0.315 3.527 -1.690
H 1.216 3.834 -1.873
H 0.100 3.873 -0.816
O 3.502 1.375 2.610
H 4.324 1.243 2.120
H 2.899 0.703 2.255
O 3.265 1.820 -1.308
H 2.645 1.141 -0.905
H 4.054 1.304 -1.517
O -2.031 2.744 2.139
H -1.674 3.115 1.326
H -2.513 3.457 2.565
O 1.997 -3.209 0.222
H 1.376 -3.449 0.936
H 2.049 -2.250 0.266
O 1.389 1.446 -3.468
H 1.798 1.895 -4.216
H 2.121 1.382 -2.784
O -2.319 2.408 -2.381
H -2.799 3.159 -2.741
H -3.023 1.904 -1.739
O 1.191 3.311 1.662
H 0.656 2.517 1.379
H 0.561 4.043 1.686
O 3.395 -0.869 -2.190
H 2.956 -0.530 -1.367
H 2.687 -1.394 -2.644
```

[3]
Below is a 12-piece molecular cluster, H22NO14 overall in a non-equilibrium geometry, with properties calculated with the ωB97M-V functional and the def2-TZVPD basis.

Results
- HOMO level: -7.3 eV
- E_LUMO: 0.09279 hartree
- Net charge: -1
- ΔE to the lowest compared entry with this formula, charge and spin: 224.7 kJ/mol

XYZ file:
```
37
H22NO14 (the ωB97M-V functional and the def2-TZVPD basis)
N -0.352 -0.026 0.132
O 0.700 -0.719 -0.031
O -1.135 -0.012 -0.852
O -0.272 1.042 0.820
O 1.118 3.931 0.532
H 1.651 3.087 0.578
H 1.778 4.573 0.188
O 0.909 -2.149 2.517
H 0.315 -2.332 3.252
H 0.625 -2.736 1.809
O -2.803 -1.521 -2.517
H -3.468 -1.076 -3.042
H -2.215 -0.869 -2.150
O -1.985 2.972 -0.302
H -1.461 2.265 0.093
H -2.908 2.688 -0.141
O 1.936 1.554 -1.868
H 2.748 1.392 -1.402
H 1.445 0.795 -1.553
O -2.007 -0.462 2.822
H -2.168 0.409 2.451
H -1.092 -0.435 3.085
O 3.330 -1.474 0.891
H 3.025 -0.577 0.643
H 2.782 -1.520 1.683
O -1.076 0.904 -3.838
H -1.343 1.262 -3.051
H -0.339 0.319 -3.643
O -2.202 -2.913 0.806
H -2.087 -1.948 0.888
H -2.686 -3.235 1.540
O 1.411 -2.726 -1.521
H 0.582 -2.982 -1.910
H 1.034 -1.986 -1.022
O 2.381 1.581 1.098
H 2.269 1.740 2.056
H 1.560 1.182 0.959
```

[4]
Below is a 12-piece molecular cluster, H22NO14 overall in a non-equilibrium geometry, with properties calculated with the ωB97M-V functional and the def2-TZVPD basis.

Results
- HOMO level: -5.0 eV
- E_LUMO: 0.08668 hartree
- Net charge: -1
- ΔE to the lowest compared entry with this formula, charge and spin: 292.6 kJ/mol

XYZ file:
```
37
H22NO14 (the ωB97M-V functional and the def2-TZVPD basis)
N -9.210 16.231 -9.755
O -10.021 16.144 -8.814
O -7.997 16.514 -9.554
O -9.492 15.883 -10.887
O -4.361 18.922 -5.435
H -5.046 19.361 -4.931
H -4.707 18.044 -5.595
O -13.512 12.628 -10.921
H -12.666 13.074 -10.908
H -13.432 11.942 -10.258
O -13.168 16.660 -15.305
H -12.472 17.153 -14.870
H -13.937 17.226 -15.242
O -14.910 17.278 -10.940
H -14.645 16.364 -10.840
H -14.201 17.779 -10.537
O -7.449 15.214 -4.638
H -8.125 14.612 -4.329
H -7.808 15.586 -5.443
O -8.253 18.742 -14.629
H -8.282 18.296 -13.783
H -8.912 19.433 -14.560
O -3.075 16.162 -12.370
H -3.595 15.936 -13.142
H -3.278 17.082 -12.204
O -3.607 19.996 -10.113
H -4.135 19.307 -9.709
H -2.844 20.080 -9.541
O -7.785 13.018 -14.990
H -7.054 13.558 -15.292
H -8.313 13.609 -14.453
O -5.864 11.732 -10.384
H -4.969 12.019 -10.565
H -6.402 12.509 -10.537
O -11.995 19.970 -5.659
H -11.788 19.209 -6.202
H -12.031 19.625 -4.767
```

[5]
Below is a 10-piece molecular cluster, H22NO9 overall in a non-equilibrium geometry, with properties calculated with the ωB97M-V functional and the def2-TZVPD basis.

Results
- HOMO level: -13.1 eV
- E_LUMO: -0.11021 hartree
- Net charge: +1
- ΔE to the lowest compared entry with this formula, charge and spin: 111.7 kJ/mol

XYZ file:
```
32
H22NO9 (the ωB97M-V functional and the def2-TZVPD basis)
N -0.342 0.381 -0.174
H 0.583 0.680 0.130
H -1.157 0.767 0.327
H -0.399 -0.643 -0.324
H -0.385 0.861 -1.101
O 3.579 0.089 0.974
H 3.137 -0.233 0.169
H 2.951 -0.041 1.702
O 1.563 0.401 3.110
H 1.866 0.466 4.028
H 1.205 1.274 2.913
O 0.239 -2.084 2.654
H -0.720 -2.037 2.646
H 0.518 -1.353 3.227
O 2.121 -0.524 -1.506
H 2.278 -0.100 -2.360
H 2.119 -1.470 -1.695
O -2.255 1.389 1.753
H -2.877 0.656 1.848
H -2.719 2.146 2.134
O 1.608 2.429 -1.045
H 1.230 3.206 -1.476
H 1.945 2.762 -0.204
O -1.223 1.073 -2.719
H -1.755 1.721 -3.194
H -1.643 0.204 -2.912
O -2.994 -1.090 -2.541
H -3.921 -0.992 -2.797
H -3.016 -1.598 -1.720
O -0.614 -2.421 -0.498
H -0.087 -3.071 -0.011
H -0.833 -2.850 -1.338
```

[6]
Below is a 11-piece molecular cluster, H22O11 overall in a non-equilibrium geometry, with properties calculated with the ωB97M-V functional and the def2-TZVPD basis.

Results
- HOMO level: -8.9 eV
- SMILES string: O.O.O.O.O.O.O.O.O.O.O
- E_LUMO: 0.00332 hartree
- Net charge: 0
- ΔE to the lowest compared entry with this formula, charge and spin: 746.6 kJ/mol

XYZ file:
```
33
H22O11 (the ωB97M-V functional and the def2-TZVPD basis)
O 0.923 0.004 0.407
H 0.496 0.861 0.597
H 1.743 0.209 -0.179
O 2.758 1.874 1.824
H 2.662 0.927 2.131
H 3.704 2.009 1.935
O -1.114 2.269 4.163
H -0.747 1.935 3.350
H -0.386 2.432 4.790
O 1.448 -3.161 -2.216
H 0.672 -3.534 -2.784
H 2.229 -3.079 -2.743
O 0.503 -0.514 2.201
H 0.257 0.444 2.269
H -0.026 -0.996 1.633
O 1.390 -2.540 -0.428
H 1.549 -2.508 0.449
H 2.200 -2.477 -0.920
O -3.351 -1.272 2.290
H -3.274 -1.793 3.106
H -2.983 -0.438 2.737
O -0.768 2.828 -1.642
H -1.216 3.646 -1.655
H -0.839 2.395 -2.559
O -1.718 -0.237 -3.052
H -2.156 0.450 -3.565
H -1.062 0.101 -2.534
O 3.623 -1.470 -3.526
H 3.005 -1.107 -2.944
H 4.358 -0.842 -3.531
O -3.899 1.989 -0.017
H -3.717 1.046 0.261
H -4.830 2.145 0.137
```